No. 1
{"formula": "C16H16ClFN2O3", "method": "ωB97M-V/def2-TZVPD", "e_tot_ev": -41212.399, "smiles": "CNC(=O)O[C@H](c1nc2c(o1)CCCC2)c1c(F)cccc1Cl", "lumo_ev": 0.75, "gap_ev": 9.215, "de_lowest_kcal_mol": 48.0, "symbols": ["Cl", "F", "O", "O", "O", "N", "N", "C", "C", "C", "C", "C", "C", "C", "C", "C", "C", "C", "C", "C", "C", "C", "C", "H", "H", "H", "H", "H", "H", "H", "H", "H", "H", "H", "H", "H", "H", "H", "H"], "positions_angstrom": [[0.539, 1.487, 2.846], [-1.945, 1.364, -1.839], [-3.278, -0.432, 0.611], [1.524, 0.490, -1.094], [-1.100, -0.832, 1.440], [1.718, -0.955, 0.612], [-3.058, -1.120, 2.747], [-4.439, -1.121, 3.254], [-1.991, 3.963, 0.598], [-0.922, 1.355, 0.402], [4.352, -1.034, 0.768], [-1.077, 3.536, 1.579], [0.904, -0.157, -0.028], [-2.526, -0.907, 1.477], [-0.576, -0.123, 0.257], [-0.581, 2.138, 1.523], [3.997, 0.892, -1.724], [2.857, 0.225, -0.986], [5.468, -0.113, 0.230], [5.325, 0.188, -1.314], [-2.320, 3.196, -0.483], [-1.769, 1.954, -0.616], [3.009, -0.688, 0.048], [-2.866, 3.672, -1.326], [-2.466, 4.891, 0.670], [-5.010, -1.604, 2.522], [4.240, -1.096, 1.880], [6.217, 0.684, -1.711], [5.416, -0.719, -1.934], [4.598, -2.120, 0.622], [6.453, -0.543, 0.502], [5.438, 0.896, 0.714], [4.075, 1.906, -1.383], [-0.659, 4.145, 2.377], [3.759, 0.849, -2.837], [-4.415, -1.672, 4.203], [-2.288, -1.406, 3.375], [-1.117, -0.448, -0.650], [-4.847, -0.104, 3.306]], "forces_ev_per_angstrom": [[-1.52, 0.97, -1.74], [0.21, -0.28, 1.28], [1.96, -1.69, 0.47], [-1.39, 0.78, 0.62], [-0.71, -0.62, -0.77], [0.83, 1.52, -0.81], [3.97, -1.06, 0.09], [1.50, 0.61, -0.46], [1.55, -0.85, 1.93], [-1.38, 0.64, -0.36], [-1.07, -1.26, -0.54], [0.65, -2.75, -0.26], [2.25, -3.21, 0.66], [-2.41, 3.66, 0.08], [-1.38, 1.53, -0.88], [-0.47, 1.81, -0.50], [-0.70, -0.85, -0.53], [0.98, -2.06, 2.27], [-0.11, 0.75, -0.30], [0.20, -1.28, -0.45], [-0.16, 0.06, -1.49], [1.18, -0.37, 0.41], [-0.27, 1.05, 0.56], [0.18, -0.74, 0.74], [-0.24, 1.50, 0.26], [-1.17, -1.03, -0.79], [-0.12, 0.99, -0.81], [-0.30, 0.75, 0.46], [-0.42, -0.34, 0.59], [-0.03, 0.83, -0.59], [-0.46, 0.25, -0.49], [-0.16, -0.77, -0.06], [-0.23, 0.82, -0.16], [-0.53, 0.06, -0.14], [0.73, 0.22, 1.29], [-0.30, 0.41, -0.34], [-1.12, 0.28, -0.19], [0.18, -0.19, 0.51], [0.28, -0.13, 0.45]]}

***

No. 2
{"formula": "C17H18BrIrN2O6Si", "method": "ωB97M-V/def2-TZVPD", "e_tot_ev": -113948.229, "lumo_ev": -1.29, "gap_ev": 7.362, "de_lowest_kcal_mol": 0.0, "symbols": ["Ir", "Br", "Si", "O", "O", "O", "O", "O", "O", "N", "N", "C", "C", "C", "C", "C", "C", "C", "C", "C", "C", "C", "C", "C", "C", "C", "C", "C", "H", "H", "H", "H", "H", "H", "H", "H", "H", "H", "H", "H", "H", "H", "H", "H", "H", "H"], "positions_angstrom": [[0.175, -0.671, 0.511], [-2.594, -0.048, 2.973], [2.035, 0.562, -2.125], [-1.223, 0.050, -1.165], [-0.148, -4.524, -0.751], [1.111, -0.616, 2.300], [-2.457, 1.847, -1.599], [0.641, -2.485, -0.306], [1.680, 0.821, 3.925], [-1.445, -1.975, 1.338], [-0.254, 1.160, 1.052], [-3.103, -4.042, 2.163], [1.153, 0.558, 2.871], [-0.194, -3.448, -0.189], [-3.233, -2.775, 2.705], [-1.066, 1.921, 0.305], [-2.382, -1.781, 2.250], [0.108, 2.915, 2.568], [-1.331, 3.231, 0.662], [-1.318, -3.212, 0.825], [1.191, 2.205, -2.553], [0.329, 1.616, 2.152], [-2.131, -4.263, 1.202], [1.893, 0.113, -0.312], [3.864, 0.816, -2.493], [-1.580, 1.190, -0.869], [1.355, -0.782, -3.242], [-0.730, 3.727, 1.812], [1.591, 2.575, -3.499], [4.435, -0.094, -2.303], [4.283, 1.605, -1.867], [1.780, -1.753, -2.985], [0.273, -0.874, -3.140], [-3.969, -2.548, 3.460], [-1.988, 3.835, 0.055], [0.598, 3.257, 3.468], [-1.965, -5.222, 0.734], [4.022, 1.097, -3.536], [-2.713, 1.298, -2.357], [-3.751, -4.843, 2.495], [-0.918, 4.747, 2.116], [1.583, -0.574, -4.289], [1.379, 2.976, -1.800], [2.255, 0.968, 0.281], [2.639, -0.675, -0.152], [0.118, 2.117, -2.690]], "forces_ev_per_angstrom": [[-0.32, 0.70, -0.36], [0.00, 0.05, 0.01], [0.05, 0.02, -0.02], [0.19, 0.12, 0.48], [-0.07, 0.06, -0.04], [0.27, -0.18, -0.07], [-0.17, 0.28, -0.04], [0.20, 0.21, 0.04], [0.17, 0.08, 0.00], [0.12, -0.02, -0.05], [-0.21, -0.09, -0.17], [0.07, 0.05, -0.03], [-0.45, -0.20, 0.08], [-0.10, -0.38, 0.27], [0.01, 0.02, 0.00], [0.19, 0.00, 0.24], [-0.15, -0.07, 0.07], [-0.01, 0.14, -0.02], [-0.07, -0.11, -0.09], [0.05, -0.07, -0.12], [0.21, -0.05, 0.08], [0.15, -0.09, -0.05], [-0.03, 0.02, 0.02], [0.05, 0.07, -0.02], [-0.09, -0.02, 0.01], [0.10, -0.42, -0.37], [-0.01, 0.05, 0.08], [0.07, 0.00, 0.11], [0.02, 0.01, -0.03], [0.01, -0.04, 0.01], [0.01, 0.02, 0.02], [0.03, -0.01, 0.02], [-0.03, 0.00, 0.00], [0.00, 0.00, -0.01], [0.01, 0.01, -0.01], [-0.02, 0.02, 0.01], [0.00, 0.00, 0.00], [0.00, 0.01, -0.04], [0.03, -0.06, 0.01], [-0.01, -0.01, 0.00], [0.01, 0.01, 0.01], [0.01, 0.02, -0.04], [0.01, -0.04, 0.01], [-0.03, -0.03, -0.04], [0.01, -0.03, 0.02], [-0.27, -0.03, 0.00]]}

***

No. 3
{"formula": "C4H8N2O", "method": "ωB97M-V/def2-TZVPD", "e_tot_ev": -9304.646, "smiles": "CN[C@H](C#N)CO", "lumo_ev": 0.83, "gap_ev": 11.020, "de_lowest_kcal_mol": 40.3, "symbols": ["O", "N", "N", "C", "C", "C", "C", "H", "H", "H", "H", "H", "H", "H", "H"], "positions_angstrom": [[2.379, 0.724, 0.495], [-0.383, 0.057, 0.853], [-0.935, -1.528, -2.165], [1.739, -0.246, -0.287], [-0.398, -0.810, -1.436], [-1.806, 0.404, 0.841], [0.253, 0.097, -0.455], [-0.266, -0.879, 1.233], [2.239, -0.277, -1.259], [1.814, -1.254, 0.158], [-2.349, -0.027, -0.018], [-2.266, 0.023, 1.758], [-1.923, 1.494, 0.819], [0.181, 1.119, -0.848], [1.817, 0.854, 1.274]], "forces_ev_per_angstrom": [[-0.11, 0.05, 0.25], [-0.05, -0.24, -0.06], [0.46, 0.57, 0.60], [-0.11, -0.25, -0.26], [-0.33, -0.50, -0.52], [-0.13, 0.05, 0.00], [0.07, 0.09, -0.04], [-0.04, 0.09, -0.06], [-0.09, 0.03, 0.12], [0.01, 0.16, -0.06], [0.15, 0.09, 0.25], [0.07, 0.16, -0.16], [0.01, -0.21, -0.01], [-0.02, -0.14, 0.04], [0.12, 0.05, -0.07]]}

***

No. 4
{"formula": "C19H27FN7O4S", "method": "ωB97M-V/def2-TZVPD", "e_tot_ev": -52305.448, "lumo_ev": -4.76, "charge": 1, "gap_ev": 5.687, "symbols": ["S", "F", "O", "O", "O", "O", "N", "N", "N", "N", "N", "N", "N", "C", "C", "C", "C", "C", "C", "C", "C", "C", "C", "C", "C", "C", "C", "C", "C", "C", "C", "C", "H", "H", "H", "H", "H", "H", "H", "H", "H", "H", "H", "H", "H", "H", "H", "H", "H", "H", "H", "H", "H", "H", "H", "H", "H", "H", "H"], "positions_angstrom": [[-1.696, 0.827, -0.556], [-2.850, 1.451, -1.447], [-0.657, 3.052, 2.354], [-1.393, -0.448, -1.099], [0.487, 1.099, 2.298], [-0.635, 1.761, -0.526], [-4.142, -0.489, 2.234], [5.356, -2.419, 0.414], [-4.450, -1.926, -1.551], [4.021, 0.267, 2.438], [-6.180, 1.937, 1.503], [-2.118, -0.578, -7.294], [5.360, -1.016, 4.737], [-0.610, 1.857, 2.296], [-2.408, 0.541, 1.048], [-5.691, 3.278, -0.692], [4.870, -2.731, -0.581], [7.055, -2.832, 3.914], [-2.565, 0.765, 3.462], [4.252, -3.128, -1.849], [-1.556, 0.285, -6.783], [-3.889, -1.747, -2.540], [-1.906, 1.024, 2.254], [-3.175, -1.519, -3.797], [-5.965, 2.524, 0.536], [-3.552, -0.225, 1.083], [-3.690, -0.006, 3.398], [-0.832, 1.394, -6.149], [2.220, 0.495, 0.692], [6.105, -1.815, 4.375], [1.587, 1.661, 1.504], [3.713, 0.289, 1.006], [3.731, -2.278, -2.288], [3.540, -3.933, -1.677], [-6.434, 4.065, -0.814], [4.674, -0.470, 2.653], [2.315, 2.057, 2.223], [-4.970, -1.078, 2.231], [-0.299, 1.966, -6.905], [2.140, 0.778, -0.369], [-5.734, 2.611, -1.552], [-3.536, -2.205, -4.562], [4.313, 1.081, 0.528], [1.256, 2.441, 0.817], [1.671, -0.448, 0.811], [-4.251, -0.256, 4.296], [6.613, -3.822, 4.015], [-3.965, -0.646, 0.164], [5.018, -3.472, -2.541], [-0.116, 1.003, -5.428], [-1.534, 2.049, -5.636], [-2.199, 1.159, 4.405], [-4.702, 3.729, -0.637], [-3.333, -0.497, -4.136], [7.964, -2.785, 4.511], [3.195, 0.194, 3.015], [4.030, -0.666, 0.557], [-2.110, -1.686, -3.645], [7.303, -2.657, 2.869]], "forces_ev_per_angstrom": [[1.88, -0.79, -1.06], [0.20, -0.35, 1.09], [-0.30, -0.38, -0.21], [-0.91, -0.21, -0.04], [-1.24, 0.31, -0.91], [-0.67, 0.77, 0.57], [-0.14, -0.20, 0.25], [-0.07, -0.29, -0.32], [0.23, 0.25, -0.17], [-0.30, 0.40, -0.59], [0.30, 0.01, -0.33], [0.08, 0.15, 0.25], [0.29, -0.41, 0.00], [0.20, 0.26, 0.38], [-0.89, 0.47, 0.33], [-0.07, -0.11, 0.19], [0.16, -0.11, 0.09], [-0.11, 0.17, 0.05], [0.14, -0.02, -0.73], [0.09, 0.07, 0.20], [0.05, 0.05, -0.05], [-0.06, -0.04, 0.05], [1.41, 0.67, 0.18], [-0.07, -0.11, 0.15], [-0.03, -0.01, 0.09], [0.13, -0.10, -1.35], [-0.41, -0.04, 1.16], [-0.13, -0.21, -0.09], [0.34, 0.62, -0.16], [-0.04, 0.06, 0.09], [1.41, -0.77, 0.06], [0.06, -0.33, -0.05], [0.02, 0.00, 0.01], [0.02, 0.00, 0.01], [0.00, -0.01, 0.01], [-0.14, 0.02, 0.26], [-0.25, 0.06, -0.27], [-0.05, 0.13, -0.04], [-0.01, 0.00, 0.00], [-0.03, -0.25, 0.19], [-0.03, 0.00, 0.01], [-0.02, 0.03, 0.00], [-0.25, -0.10, 0.04], [-0.33, -0.06, 0.53], [-0.02, 0.32, 0.25], [0.00, -0.03, -0.31], [-0.01, 0.01, 0.00], [-0.19, -0.13, 0.26], [0.00, 0.01, 0.01], [0.01, 0.01, -0.02], [0.01, 0.01, -0.02], [-0.06, -0.11, -0.20], [-0.02, 0.02, 0.02], [-0.04, -0.02, -0.01], [-0.02, 0.01, 0.01], [0.18, -0.31, 0.11], [-0.25, 0.64, 0.02], [-0.01, 0.00, 0.03], [-0.05, 0.00, 0.00]]}

***

No. 5
{"formula": "C9H14N2O3", "method": "ωB97M-V/def2-TZVPD", "e_tot_ev": -18674.200, "lumo_ev": [0.61, -2.13], "spin_multiplicity": 3, "gap_ev": [5.297, 5.764], "s_squared": 2.0333, "symbols": ["O", "O", "O", "N", "N", "C", "C", "C", "C", "C", "C", "C", "C", "C", "H", "H", "H", "H", "H", "H", "H", "H", "H", "H", "H", "H", "H", "H"], "positions_angstrom": [[2.454, -0.411, 1.833], [1.062, 1.270, 0.093], [1.026, 0.250, -2.696], [1.618, 0.157, -0.361], [-1.677, 1.693, -0.358], [1.635, -0.337, -1.633], [-1.768, -1.378, 0.277], [-1.511, 2.869, -1.282], [2.294, -1.543, -1.527], [2.776, -1.772, -0.264], [-1.669, -0.019, 2.457], [-1.068, -0.278, 1.038], [2.356, -0.717, 0.502], [-0.967, 0.944, 0.244], [2.628, -2.169, -2.412], [1.218, -0.368, -3.380], [-1.678, -1.006, 3.059], [-2.600, 0.388, 2.367], [-0.082, -0.601, 1.095], [-2.076, -2.090, 1.038], [-0.909, 2.484, -2.082], [2.100, 0.485, 1.828], [-2.424, 3.179, -1.511], [-2.722, -0.857, 0.078], [-0.912, 0.712, 2.960], [-1.361, -1.909, -0.512], [3.224, -2.632, -0.099], [-0.968, 3.659, -0.753]], "forces_ev_per_angstrom": [[-0.12, -0.36, -2.13], [4.07, -1.57, -1.00], [0.15, 0.64, 1.43], [-0.73, 2.62, 0.50], [-2.84, 1.24, -1.15], [-0.13, -0.77, 0.62], [-3.45, 1.31, 2.67], [4.21, -2.43, 2.99], [0.11, 0.05, -4.40], [-1.78, 3.59, 1.61], [4.64, -1.51, 0.70], [-0.76, -0.21, 0.26], [0.58, -1.15, 0.82], [-0.48, 0.23, 0.30], [-0.83, 0.81, 1.17], [-0.06, -0.48, -1.34], [-0.05, 1.65, -0.93], [-2.51, 1.13, 0.02], [1.88, -0.62, 1.09], [0.17, -0.53, 0.01], [0.11, 0.19, -0.79], [-0.28, 0.72, 0.62], [-3.72, 1.27, -1.36], [0.04, -0.78, -0.96], [-1.66, -1.15, -0.55], [1.13, -0.37, -1.75], [2.27, -3.49, 1.66], [0.04, -0.03, -0.11]]}